The following is a quantum chemistry calculation of a structure of composition C26H20P2S3V, from the Open Molecules 2025 dataset.

As for the spin multiplicity: 2. The gap between HOMO and LUMO (spin up / spin down) is 6.76 / 7.11 eV. The LUMO energy (spin up / spin down) is -8.08 / -7.73 eV. As for the net charge: +2. Its highest occupied orbital energy (spin up / spin down) is -14.84 / -14.84 eV.

```
52
Properties=species:S:1:pos:R:3:forces:R:3
V -0.20958 -0.15785 0.11614 0.12 -0.04 -0.08
S 2.84416 -0.48537 -1.85645 0.08 0.00 -0.06
S -0.32055 0.83014 2.14602 0.07 0.17 -0.08
S -1.90574 -0.43453 -1.29261 -0.09 0.03 -0.01
P -0.47847 -1.18734 2.59797 0.11 -0.16 -0.21
P -2.04793 -2.11479 -0.05516 0.09 0.07 -0.07
C 1.01822 -1.82184 3.31418 -0.01 0.00 0.05
C -3.62226 -2.10613 0.77324 -0.04 -0.07 0.04
C -4.49220 -1.02124 0.69245 -0.01 -0.01 0.03
C -2.87125 -2.98471 5.27240 0.02 -0.01 -0.02
C -3.97090 -3.25314 1.49499 0.01 0.04 -0.01
C -6.07087 -2.22720 2.04222 -0.03 -0.02 0.02
C -3.95941 -0.92106 4.64782 0.01 0.03 -0.03
C 3.02364 -3.13233 3.18652 0.00 0.02 0.02
C -1.84520 -1.50526 3.68492 -0.06 -0.08 0.06
C -3.93439 -2.09748 5.38502 -0.03 -0.01 0.02
C -2.75966 -5.28899 -2.42301 0.00 0.01 0.01
C -2.92176 -4.12852 -1.68707 -0.03 0.02 0.01
C 1.61271 -0.36596 -1.02919 -0.21 0.02 0.24
C 1.33013 -1.44777 4.62395 -0.04 0.02 -0.02
C -2.91485 -0.61851 3.79002 0.03 -0.01 0.03
C -0.46327 -5.44770 -1.69034 0.00 0.01 0.00
C -1.81875 -2.69476 4.42116 -0.03 0.07 0.01
C -1.53450 -5.94487 -2.42118 0.00 -0.02 -0.01
C 2.49541 -1.91398 5.20406 0.02 -0.02 -0.02
C -0.63920 -1.74108 0.92571 -0.07 0.03 0.14
C 3.33698 -2.75678 4.48537 0.00 0.00 0.01
C 1.86401 -2.65930 2.59152 0.03 -0.02 -0.02
C -5.19576 -3.30436 2.13420 0.02 0.00 0.01
C -5.72361 -1.09121 1.32670 0.02 0.02 -0.01
C -1.84292 -3.62726 -0.95619 0.09 -0.04 0.00
C -0.61060 -4.28084 -0.95911 -0.04 0.00 -0.02
H -3.29725 -4.10120 1.54045 -0.01 -0.01 0.01
H -4.74748 -2.31921 6.06392 0.01 -0.01 0.00
H -3.87874 -3.62026 -1.67626 0.00 -0.01 0.00
H 4.24378 -3.12626 4.94519 0.00 0.00 0.00
H -7.03700 -2.27995 2.52696 0.00 0.00 0.00
H 0.66277 -0.80141 5.18296 0.03 -0.01 0.02
H 0.21865 -3.88410 -0.38664 0.01 -0.01 0.01
H -2.92032 0.30661 3.22739 -0.02 0.00 0.00
H 0.48213 -5.97255 -1.69087 0.00 0.00 0.00
H -4.22589 -0.13482 0.13171 0.01 -0.01 -0.01
H 1.61582 -2.94899 1.57761 -0.01 0.00 0.01
H -0.97439 -3.36915 4.35051 -0.01 -0.02 0.00
H -2.85377 -3.89269 5.85963 0.00 0.00 0.00
H -1.41492 -6.85506 -2.99349 0.00 0.00 0.00
H -6.41415 -0.26222 1.25328 0.00 0.00 0.00
H -5.47659 -4.18870 2.68992 0.00 0.00 0.00
H -4.78598 -0.23136 4.75184 0.00 0.00 0.00
H -3.58777 -5.68555 -2.99376 0.00 0.00 0.00
H 2.74991 -1.62789 6.21510 -0.01 0.01 0.00
H 3.68261 -3.79552 2.64311 -0.01 0.00 -0.02
```
Positions in Å, forces in eV/Å.

***

The following is a quantum chemistry calculation of a cluster of 2 separate species, C3H11N2 in total, from the Open Molecules 2025 dataset.

As for the spin multiplicity: 2. The gap between HOMO and LUMO (spin up / spin down) is 10.45 / 6.57 eV. The LUMO energy (spin up / spin down) is -10.43 / -14.31 eV. The energy above the lowest of the compared OMol25 structures with the same formula, charge and spin is 271.7 kJ/mol. As for the net charge: +2. Its highest occupied orbital energy (spin up / spin down) is -20.88 / -20.88 eV.

```
16
Properties=species:S:1:pos:R:3:forces:R:3
N -0.14752 0.70830 -1.31305 -1.12 0.56 0.89
N 1.55806 0.93189 1.28857 2.63 -1.59 1.69
C -1.90238 -0.55948 -0.07183 0.31 0.33 0.60
C -0.64037 -0.71237 -0.90718 1.18 0.33 -2.43
C 2.01964 -0.18920 1.63675 -1.42 0.56 -0.27
H -1.53494 -0.54358 0.96362 -0.76 -0.21 -0.01
H -0.84736 1.31678 -0.86629 0.52 0.35 -0.11
H -2.42461 0.39530 -0.23164 0.42 0.04 -0.20
H 3.01031 -0.32332 2.11912 0.24 0.39 -0.29
H -0.20484 0.94524 -2.30601 0.23 -0.36 -0.15
H 1.44504 -1.11534 1.54652 -0.17 -0.15 -0.07
H 0.27133 -1.16648 -0.49533 -0.69 -0.06 0.64
H -2.73869 -1.24327 -0.21574 0.64 -0.63 0.01
H 0.77454 0.92364 -0.94715 0.06 0.22 -0.35
H -0.60644 -1.15427 -1.91303 -1.17 -0.55 0.49
H 1.96823 1.78617 1.71267 -0.87 0.76 -0.44
```
Positions in Å, forces in eV/Å.

***

The following is a quantum chemistry calculation of a structure of composition C5H7IN5, from the Open Molecules 2025 dataset.

The gap between HOMO and LUMO is 9.35 eV. The LUMO energy is -3.97 eV. The energy above the lowest of the compared OMol25 structures with the same formula, charge and spin is 9.0 kJ/mol. As for the net charge: +1. Its highest occupied orbital energy is -13.31 eV.

```
18
Properties=species:S:1:pos:R:3:forces:R:3
I 2.97133 1.04880 0.08843 -1.08 -0.30 -0.08
N -1.67547 3.03750 0.07330 -0.74 0.29 0.54
N 2.08029 -2.92781 -0.08837 -1.82 -0.15 -0.70
N 0.53596 -0.76709 0.18373 1.26 -0.68 -1.37
N -2.62300 0.78835 -0.03327 1.84 0.86 0.34
N -0.82004 -0.80974 0.06370 0.32 0.49 -0.18
C -0.44957 2.63406 -0.04789 0.28 1.37 -0.64
C 0.93258 0.49695 -0.01443 1.07 -1.55 0.82
C -1.32910 0.40002 -0.10848 0.66 1.76 0.85
C -0.19082 1.26845 -0.12986 -1.22 1.13 -0.09
C -2.65175 2.12529 0.13312 -1.71 -1.65 -1.74
H 3.06116 -2.91553 0.01267 1.67 0.42 -0.78
H -1.40872 -1.58940 -0.00155 -0.20 -1.82 0.25
H 0.23882 3.48991 -0.15692 0.31 -0.98 0.20
H 1.36948 -1.78185 -0.07094 -0.33 -0.26 0.35
H 1.85761 -3.30054 0.80834 -0.86 -0.55 0.98
H -3.67981 2.45302 0.07260 0.01 0.67 0.62
H 1.78104 -3.65038 -0.78418 0.55 0.95 0.62
```
Positions in Å, forces in eV/Å.

***

The following is a quantum chemistry calculation of a cluster of 14 separate species, C48H52N14O10 in total, from the Open Molecules 2025 dataset.

The gap between HOMO and LUMO is 8.94 eV. The LUMO energy is -1.10 eV. As for the net charge: 0. Its highest occupied orbital energy is -10.05 eV.

```
124
Properties=species:S:1:pos:R:3:forces:R:3
O 1.36113 4.89825 2.94714 -0.05 0.02 -0.07
O 0.98996 -3.62959 5.86224 0.33 -0.20 0.28
O 6.15174 5.43717 2.53113 -0.19 -0.01 -0.03
O 6.68467 6.26242 0.62461 -0.04 0.09 -0.29
O -2.91050 -6.01747 -9.03503 -0.01 0.21 0.01
O 0.14276 -0.13704 -3.70308 0.25 -0.14 -0.36
O -0.26539 -1.97758 -2.62486 0.29 -0.20 -0.83
O 0.85422 -2.36735 4.13664 -0.23 0.06 -0.11
O -0.09031 4.46078 1.42726 -0.25 -0.08 -0.28
O -0.95455 -5.97203 -9.93979 -0.16 0.08 -0.20
N -3.47451 3.64461 -0.11111 -0.08 -0.06 0.01
N 0.02894 -0.80350 -2.69710 -0.57 -0.12 1.74
N -2.98975 -0.66934 -2.46881 -0.06 0.31 -0.09
N -3.65592 -2.13307 1.17143 0.05 0.18 0.17
N -3.33095 -6.08772 -0.59647 -0.04 0.01 -0.11
N 0.23176 4.61203 2.58317 0.51 0.39 0.38
N -0.58343 0.60972 4.18835 0.14 0.19 0.06
N 6.17913 5.40574 1.31476 0.40 0.00 0.35
N -1.72760 -5.74786 -9.02928 0.52 -0.42 0.00
N 3.30930 -2.85776 -0.46589 -0.09 0.08 -0.16
N 0.89267 -0.63554 -7.10551 -0.03 -0.13 0.12
N 2.15528 2.08312 7.00165 0.28 0.25 -0.18
N 3.69526 0.92317 -3.80289 -0.13 -0.01 0.07
N 0.35921 -2.98142 5.06291 -0.47 0.10 0.07
C -2.84060 -0.44413 -5.06176 -0.50 1.31 0.06
C 3.11104 -1.51724 -4.57635 0.33 0.82 0.50
C 5.31172 2.89264 -1.33882 -0.70 0.76 0.77
C -0.77408 0.30000 0.78516 0.99 0.30 0.41
C -3.85020 -2.90127 5.61461 0.26 -0.82 0.08
C 4.45360 2.09215 -0.60530 0.39 -0.74 -0.15
C -1.46161 4.65352 5.92634 -0.11 -0.66 -0.07
C -0.06631 -4.18959 -5.44303 0.45 0.67 -0.56
C 1.06917 1.71732 -6.00915 0.43 0.32 -0.58
C -1.93336 3.15141 -2.15909 -1.30 -0.56 -0.11
C -4.50746 0.24041 0.45631 -0.15 -0.13 1.44
C -4.02158 -1.07673 0.90395 0.11 0.31 -0.70
C 2.26481 2.16099 5.86075 0.43 -0.16 0.22
C -0.16405 0.19517 6.71545 0.50 0.64 1.06
C -0.52110 4.84250 4.93234 0.47 0.82 0.02
C 1.99791 -1.50928 1.36187 0.90 -0.53 0.05
C -1.90953 -2.22251 4.35989 0.69 -0.50 0.34
C 5.86956 3.98066 -0.67133 0.06 0.66 -0.66
C -1.67015 -3.66826 6.28886 0.41 -0.03 0.27
C -1.11231 -2.93423 5.25651 -0.64 0.09 -0.58
C -2.81673 3.43394 4.35885 0.01 0.43 -0.37
C 4.79880 3.37447 1.41838 1.26 -0.38 -0.23
C -3.28623 -2.22794 4.54962 0.19 0.72 -0.12
C 0.94844 0.38142 -6.57642 -0.10 0.09 -0.11
C 1.04629 0.91053 -1.25126 -0.52 0.03 -0.63
C 0.20306 -4.91141 -7.71173 0.82 0.02 -0.86
C -2.81121 3.43950 -1.02515 0.40 0.02 0.26
C 0.99293 1.70029 -0.10752 0.03 -0.30 -0.16
C 0.11914 1.36872 0.92429 -0.49 0.43 -0.62
C 2.72935 -2.26475 0.32802 0.04 0.15 0.59
C -2.58644 3.89290 5.64371 -0.35 -0.21 0.01
C 0.75315 -4.38732 -6.55308 -0.64 -0.44 0.52
C -1.14342 -5.17787 -7.81120 -0.60 0.36 1.21
C -2.64763 -5.17388 -0.71710 0.34 -0.13 0.69
C -0.38919 0.42551 5.30604 -0.54 -0.11 -0.03
C 2.38789 2.33546 4.42948 -0.24 1.05 -0.42
C -1.42652 -4.43236 -5.54738 -0.08 -0.63 0.34
C -1.96734 3.79156 3.31740 0.47 -0.93 0.14
C -1.96519 -4.95025 -6.71100 -0.19 0.03 -0.23
C 3.41158 -0.14747 -4.10823 0.06 -0.54 0.07
C 5.61226 4.22116 0.66265 -0.68 -0.36 0.05
C 4.31733 2.25373 0.77276 -0.49 0.05 0.00
C 0.12139 -0.11468 -1.39941 0.88 0.49 0.73
C -0.69910 -0.48956 -0.34455 -0.75 -0.26 -0.77
C -3.04254 -3.66425 6.45945 -0.16 0.27 -0.05
C -2.89303 -0.52355 -3.60463 0.07 -0.85 -0.15
C -0.76670 4.42457 3.62860 -1.08 -0.19 0.43
C -1.77948 -4.01476 -0.87000 0.00 0.20 -0.73
H 6.39484 4.72749 -1.25263 0.32 -0.07 0.23
H -1.38614 -1.71723 3.56268 -0.37 0.14 -0.16
H 1.81459 -4.21439 -6.45289 0.03 0.08 -0.26
H -0.85175 -4.27404 -1.37958 -0.16 -0.16 -0.19
H 1.39180 2.31883 3.99096 0.00 -0.31 -0.05
H -3.59555 0.31353 -5.30011 -0.07 -0.19 -0.29
H 1.01820 2.43361 -6.83166 -0.25 -0.02 0.01
H -3.09774 -1.36065 -5.58216 0.18 -0.18 0.24
H 1.02900 -1.98050 1.49650 -0.30 0.58 -0.19
H -3.30723 3.62752 6.40706 0.12 0.13 0.15
H 2.05135 -0.45394 1.10704 -0.73 -0.02 -0.19
H 1.73067 1.08442 -2.07358 -0.01 0.35 0.06
H -3.50143 -4.24619 7.24640 0.10 0.00 0.07
H -3.02151 -5.17714 -6.72749 0.03 -0.08 -0.27
H -4.92322 -2.94664 5.74180 -0.02 0.21 0.00
H -0.95564 0.54658 7.37998 -0.46 -0.12 -0.52
H 2.73193 3.36200 4.27788 0.15 -0.09 -0.09
H -3.73226 1.00455 0.45532 0.30 -0.30 -0.63
H -2.04249 3.96074 -2.87795 0.67 0.15 0.09
H -3.67220 2.81084 4.13817 -0.08 0.08 0.03
H -2.35631 -3.33395 -1.49964 0.33 0.31 0.03
H -3.91453 -1.64315 3.89303 0.03 -0.13 -0.15
H -5.07224 0.13868 -0.46300 0.18 0.17 -0.13
H 3.23908 -1.44820 -5.65408 -0.28 -0.56 -0.07
H -0.94076 2.86348 -1.82611 0.16 0.43 -0.13
H -5.14502 0.61514 1.26287 -0.41 -0.15 -0.23
H 3.92987 1.28521 -1.10278 0.14 -0.12 0.05
H 2.11032 -1.80379 -4.26227 -0.14 0.09 -0.37
H 0.39155 -3.74298 -4.57020 -0.29 -0.21 0.27
H 0.04570 -0.83986 6.97611 0.08 -0.05 -0.28
H -1.90406 -0.01443 -5.41116 0.22 -0.40 0.10
H 2.07775 1.83281 -5.61397 -0.17 -0.04 0.42
H -0.99665 -4.20719 6.94090 -0.18 -0.13 0.03
H 1.58526 2.60440 -0.07262 0.20 -0.12 0.27
H 3.81510 1.48512 1.34744 -0.29 0.12 -0.06
H 2.47154 -1.57524 2.34263 0.29 -0.35 -0.15
H 0.30133 1.94550 -5.27678 0.11 -0.14 0.12
H 0.67452 0.84927 7.01575 -0.30 -0.81 -0.12
H 3.80174 -2.21919 -4.11235 0.17 0.06 -0.14
H -1.45609 0.07707 1.59382 0.00 -0.15 -0.02
H 5.42624 2.79867 -2.40812 0.05 -0.22 0.02
H -1.28177 4.99817 6.93444 0.08 0.12 -0.05
H -1.47289 -3.49409 0.03297 -0.51 -0.31 0.34
H -2.38641 2.28174 -2.64665 0.21 -0.11 0.00
H -1.34588 -1.34279 -0.48928 -0.15 0.11 0.10
H -2.16970 3.39498 2.33127 0.10 0.33 -0.14
H 0.07959 2.04065 1.76781 -0.15 -0.25 0.22
H -2.08943 -4.38641 -4.69207 0.13 0.37 0.09
H 0.83609 -5.10929 -8.56675 -0.04 0.00 -0.01
H 4.73527 3.49559 2.48890 -0.20 0.17 -0.03
H 0.36158 5.41326 5.18893 0.17 -0.17 -0.27
H 3.05455 1.66446 3.89598 -0.01 -0.28 0.37
```
Positions in Å, forces in eV/Å.

***

The following is a quantum chemistry calculation of a cluster of 2 separate species, C5H10NOS in total, from the Open Molecules 2025 dataset.

The gap between HOMO and LUMO is 6.75 eV. The LUMO energy is -5.72 eV. The energy above the lowest of the compared OMol25 structures with the same formula, charge and spin is 346.0 kJ/mol. As for the net charge: +1. Its highest occupied orbital energy is -12.47 eV.

```
18
Properties=species:S:1:pos:R:3:forces:R:3
S 2.46905 -0.29362 -0.33260 0.55 -0.31 -0.30
O 4.97195 -0.10487 0.32983 -0.49 -0.79 -0.58
N -0.79514 2.04659 -0.77697 3.59 -2.54 -2.35
C 4.04706 -0.75121 -0.37111 0.26 -0.83 0.46
C -1.27544 0.90676 -0.31794 -1.15 -2.83 1.30
C -0.67076 -1.76955 -0.16215 -0.49 0.93 -1.77
C -2.53247 1.16524 0.58235 0.66 -2.44 0.75
C -0.93935 -0.36040 -0.38106 0.28 0.45 -0.09
H 0.15175 -1.99875 0.45233 0.94 0.12 1.13
H 4.47593 -1.69023 -0.82931 -0.59 1.28 0.12
H -1.37055 2.77105 -0.66748 -2.63 3.65 0.46
H -0.41920 1.95875 -1.71593 0.45 0.49 0.28
H -0.56644 -2.40903 -1.07357 -0.73 0.70 0.51
H 4.45075 0.51121 0.85795 0.22 0.73 0.30
H -1.99964 1.72198 1.38091 -1.22 0.12 -0.24
H -3.22633 1.64039 -0.09880 -0.18 0.54 0.37
H -3.04431 0.22672 1.00558 0.97 1.45 -0.55
H -1.61255 -1.94920 0.36452 -0.44 -0.70 0.19
```
Positions in Å, forces in eV/Å.

***

| no. | largest force on an atom (eV Å⁻¹) |
| --- | --- |
| 1 | 0.32 |
| 2 | 3.51 |
| 3 | 2.94 |
| 4 | 1.83 |
| 5 | 4.99 |